(1)
Entry from the Open Molecules 2025 dataset: a structure of composition C16H31IN7SSn (the ωB97M-V functional and the def2-TZVPD basis).

## Properties
Charge: +3
Total energy (eV): -52270.2626
HOMO level (eV): -16.081
Energy relative to the best compared isomer or geometry (same formula, charge and spin) (kcal per mole): 0.00
Lowest unoccupied orbital energy (Ha): -0.323
Frontier orbital gap (eV): 7.30

Cartesian coordinates (Å):
Sn -0.8485 -0.8271 0.7178
N -2.7227 -2.0040 2.2597
C -3.0835 -1.0368 3.3148
C -2.0637 -1.0248 4.4473
C -0.6879 -0.4900 4.0623
N 0.0104 -1.3554 3.0842
H -3.5573 -2.1845 1.7051
H -2.5161 -2.8939 2.7139
H -4.0670 -1.2698 3.7350
H -3.1349 -0.0431 2.8519
H -1.9630 -2.0285 4.8681
H -2.4585 -0.3855 5.2378
H -0.0898 -0.3837 4.9737
H -0.7904 0.5041 3.6076
H -0.0877 -2.3285 3.3804
H 1.0110 -1.1591 3.1405
I -1.5219 -3.5456 -1.0031
C -3.2615 -2.3370 -1.3060
C -4.3272 -2.7890 -2.0590
C -5.4066 -1.9283 -2.2165
C -5.3715 -0.6806 -1.6075
C -4.2591 -0.3429 -0.8551
N -3.2103 -1.1512 -0.7195
H -4.3233 -3.7700 -2.5073
H -6.2581 -2.2312 -2.8070
H -6.1907 0.0129 -1.7110
H -4.1849 0.5996 -0.3289
C 5.8311 3.2231 0.5087
C 5.1168 1.9287 0.5080
C 5.7530 0.7099 0.5718
C 4.9836 -0.4666 0.5839
N 3.6531 -0.4122 0.5130
C 3.0527 0.7500 0.4235
S 1.3609 0.8670 0.2199
N 3.7638 1.9174 0.4322
C 5.6135 -1.7984 0.6574
H 6.9018 3.0576 0.5789
H 5.5222 3.8387 1.3530
H 5.6278 3.7855 -0.4017
H 6.8287 0.6675 0.6098
H 3.2560 2.7938 0.3793
H 6.6896 -1.7355 0.5429
H 5.1905 -2.4461 -0.1069
H 5.3901 -2.2584 1.6192
N -0.6532 3.0861 -4.5969
C -0.4660 1.7006 -4.0747
C -1.0431 1.5161 -2.6528
N -0.8129 0.1774 -2.1330
H -0.2241 3.1802 -5.5298
H -0.2173 3.7783 -3.9712
H -1.6520 3.3229 -4.6883
H 0.6046 1.4819 -4.0586
H -0.9482 1.0085 -4.7692
H -2.1189 1.7080 -2.6615
H -0.5728 2.2213 -1.9626
H 0.1890 -0.0173 -2.1372
H -1.2558 -0.5122 -2.7364

---

(2)
Entry from the Open Molecules 2025 dataset: a structure of composition C45H42CoN8SSe (the ωB97M-V functional and the def2-TZVPD basis).

## Properties
Charge: +1
Total energy (eV): -173073.3588
HOMO level (spin up / spin down) (eV): -9.557 / -9.557
Energy relative to the best compared isomer or geometry (same formula, charge and spin) (kcal per mole): 0.00
Lowest unoccupied orbital energy (spin up / spin down) (Ha): -0.101 / -0.102
Frontier orbital gap (spin up / spin down) (eV): 6.80 / 6.79

Cartesian coordinates (Å):
Co -1.8617 -0.7550 -1.5126
C -5.2243 5.2984 -1.1171
C -4.4143 4.0639 -0.8353
C -4.6154 3.3104 0.3228
C -3.9093 2.1488 0.5537
C -2.9382 1.6849 -0.3438
N -2.2475 0.4811 -0.1166
C -1.8542 0.2668 1.2098
C -1.3766 1.3189 2.0075
C -0.9931 1.1265 3.3205
C -1.0183 -0.1427 3.9011
C -0.5413 -0.3805 5.3062
C -1.4326 -1.1979 3.1049
C -1.8572 -1.0012 1.7922
N -2.3368 -2.1164 1.0641
C -2.7735 -3.2715 1.6044
C -2.9230 -4.1839 0.5949
C -2.5540 -3.4977 -0.5589
N -2.1994 -2.2428 -0.2784
C -2.7432 2.4454 -1.4933
C -3.4793 3.5997 -1.7437
N -1.7891 2.0184 -2.4589
C -1.1743 2.7895 -3.3749
C -0.6283 1.9642 -4.3296
C -0.9666 0.6764 -3.9189
N -1.6649 0.7098 -2.7852
H -5.5198 5.7916 -0.1920
H -6.1363 5.0480 -1.6624
H -4.6643 6.0129 -1.7193
H -5.3546 3.6325 1.0461
H -4.1002 1.5748 1.4510
H -1.3403 2.3128 1.5806
H -0.6604 1.9774 3.9035
H -0.7054 0.4982 5.9290
H 0.5284 -0.6036 5.3262
H -1.0620 -1.2220 5.7619
H -1.3865 -2.2033 3.5010
H -2.9628 -3.3518 2.6589
H -3.2662 -5.1994 0.6712
H -2.5617 -3.8615 -1.5686
H -3.3306 4.1335 -2.6740
H -1.1758 3.8611 -3.2807
H -0.0601 2.2500 -5.1962
H -0.7247 -0.2648 -4.3814
C 2.0007 2.4526 0.5173
C 3.1476 1.8486 -0.2934
C 3.5580 2.8554 -1.3787
C 4.3408 1.6077 0.6420
C 2.7304 0.5509 -0.9832
C 3.7130 -0.2156 -1.6459
C 3.4075 -1.3342 -2.3881
C 2.0683 -1.6922 -2.4995
S 1.3421 -2.9353 -3.4761
C -0.2058 -2.4064 -2.9747
N -0.1878 -1.4351 -2.0986
C 1.0868 -0.9730 -1.8247
C 1.4113 0.1419 -1.0516
C -1.5264 -2.7279 -3.4889
C -1.8536 -3.6755 -4.4515
C -3.1768 -3.7812 -4.8521
C -4.1414 -2.9415 -4.3039
C -3.8053 -1.9959 -3.3365
C -2.4934 -1.8916 -2.9167
H 2.3405 3.3722 0.9960
H 1.6593 1.7720 1.3002
H 1.1451 2.7069 -0.1131
H 3.8577 3.7997 -0.9205
H 2.7278 3.0517 -2.0610
H 4.3979 2.4844 -1.9675
H 4.6022 2.5351 1.1548
H 5.2253 1.2757 0.0992
H 4.1066 0.8598 1.3997
H 4.7464 0.0988 -1.5983
H 4.1812 -1.8889 -2.9015
H 0.6132 0.6854 -0.5604
H -1.0940 -4.3171 -4.8826
H -3.4584 -4.5115 -5.5982
H -5.1693 -3.0285 -4.6320
H -4.5769 -1.3637 -2.9112
C 4.1695 -3.5944 1.8306
N 3.3529 -2.4416 2.1462
C 2.0772 -2.2404 1.7299
Se 1.0148 -3.3555 0.7454
N 1.6953 -1.0400 2.2309
C 2.6990 -0.4846 3.0068
C 2.7824 0.6957 3.7259
C 3.9854 0.9582 4.3650
C 5.0618 0.0717 4.2841
C 4.9721 -1.1134 3.5679
C 3.7682 -1.3741 2.9350
H 3.5659 -4.2834 1.2460
H 4.4952 -4.0815 2.7494
H 5.0412 -3.2882 1.2518
H 0.7628 -0.6813 2.1026
H 1.9519 1.3864 3.7748
H 4.0936 1.8700 4.9365
H 5.9842 0.3122 4.7945
H 5.8056 -1.7999 3.5084

---

(3)
Entry from the Open Molecules 2025 dataset: a cluster of 14 separate species, C67H163B3F12N8O17 in total (the ωB97M-V functional and the def2-TZVPD basis).

## Properties
Charge: +2
Total energy (eV): -153489.1239
HOMO level (eV): -11.806
Lowest unoccupied orbital energy (Ha): -0.095
Frontier orbital gap (eV): 9.21

Cartesian coordinates (Å):
C 3.1533 2.5066 9.3585
C 3.0143 2.6822 7.8728
N 2.8129 1.4125 7.1034
C 4.0360 0.5961 7.2189
C 1.6694 0.6735 7.7314
C 0.3180 1.4358 7.7385
C 2.7176 1.8559 5.6064
C 2.6261 0.7033 4.6459
O 3.8757 0.1206 4.2947
C 3.5816 -1.0570 3.5144
H 3.1171 3.5425 9.7168
H 4.0875 2.0872 9.7035
H 2.2997 2.0131 9.8182
H 3.9899 3.0657 7.5172
H 2.2660 3.3856 7.5868
H 3.9577 -0.4010 6.7945
H 4.1690 0.5228 8.2694
H 4.7906 1.1987 6.6715
H 2.0055 0.3009 8.7117
H 1.5665 -0.2924 7.2015
H 0.3479 2.4719 8.1263
H -0.3232 0.7238 8.1711
H -0.0760 1.6464 6.7169
H 3.6371 2.4340 5.4784
H 1.9027 2.5289 5.5598
H 2.2412 1.1205 3.6904
H 1.9338 -0.0043 5.0652
H 3.0697 -0.9079 2.5420
H 3.0124 -1.7241 4.1442
H 4.5573 -1.5214 3.3590
C 0.5237 1.9650 -4.6121
C 1.2577 3.3750 -4.6074
N 0.7380 4.4514 -3.6583
C 0.3363 3.8842 -2.3557
C 1.8052 5.4440 -3.4505
C 2.2021 6.2075 -4.6781
C -0.5343 5.0298 -4.3218
C -1.3076 6.0480 -3.6156
O -0.4732 7.2473 -3.6373
C -1.0699 8.3533 -2.9786
H 1.0600 1.3469 -5.3496
H -0.5178 2.0612 -4.9061
H 0.5159 1.4644 -3.6377
H 1.0752 3.7714 -5.5662
H 2.3468 3.2634 -4.4141
H 0.1800 4.6544 -1.6191
H 1.2166 3.3044 -1.9695
H -0.5455 3.2684 -2.5465
H 2.6119 4.8730 -3.0629
H 1.4182 6.1550 -2.7448
H 3.1474 6.6474 -4.3333
H 1.4224 6.9156 -4.8747
H 2.3826 5.6225 -5.5711
H -1.1515 4.1475 -4.5928
H -0.0809 5.4205 -5.2496
H -1.5122 5.7266 -2.5918
H -2.3338 6.2260 -4.0882
H -1.9155 8.8151 -3.5321
H -0.2101 9.0255 -2.9354
H -1.3572 8.0914 -1.9290
C 6.0123 -4.5962 -3.9244
C 4.6349 -4.3265 -4.4323
N 3.7797 -3.4184 -3.5299
C 4.4001 -2.1280 -3.1231
C 2.5457 -3.0271 -4.4191
C 2.8588 -1.9066 -5.4533
C 3.3068 -4.1429 -2.2897
C 2.8199 -5.6305 -2.2737
O 1.7568 -5.6802 -3.2529
C 1.1969 -7.0025 -3.2668
H 6.0086 -4.9453 -2.8929
H 6.6912 -3.7807 -4.0493
H 6.3544 -5.3834 -4.5413
H 3.9598 -5.1638 -4.5899
H 4.6757 -3.7072 -5.3022
H 5.1876 -2.3588 -2.4035
H 3.6754 -1.4751 -2.7323
H 4.7856 -1.5175 -3.9707
H 1.7440 -2.7061 -3.7519
H 2.1870 -3.9866 -4.7589
H 2.0555 -1.9428 -6.1929
H 3.7424 -2.0129 -6.0912
H 2.9329 -0.8904 -4.9952
H 2.5214 -3.5788 -1.8906
H 4.1424 -4.1026 -1.6410
H 2.4899 -5.7618 -1.1974
H 3.6595 -6.2441 -2.4705
H 2.0642 -7.6834 -3.4308
H 0.7896 -7.1946 -4.2973
H 0.4010 -7.2287 -2.5838
C 7.0738 2.4908 -1.0046
C 7.1438 1.6928 0.3112
N 6.3555 0.3696 0.3616
C 6.7165 -0.2536 1.6521
C 4.8695 0.6214 0.2175
C 4.1379 1.6527 1.1595
C 6.7647 -0.5848 -0.7638
C 8.0988 -1.2188 -0.6413
O 9.0893 -0.2339 -0.7059
C 10.4157 -0.7497 -0.4793
H 7.5462 2.0943 -1.9041
H 7.6116 3.4269 -0.7592
H 6.0595 2.7073 -1.1732
H 6.7200 2.3223 1.1061
H 8.1819 1.4170 0.5048
H 6.0767 0.3598 2.3355
H 7.8044 -0.1192 1.8614
H 6.4168 -1.3332 1.6199
H 4.3025 -0.2428 0.3662
H 4.8003 0.8236 -0.8060
H 3.1508 1.6618 0.7918
H 4.6472 2.6220 1.2655
H 4.0384 1.2497 2.1603
H 6.6810 -0.0761 -1.7498
H 6.0860 -1.4266 -0.6745
H 8.2354 -2.0628 -1.3540
H 8.2228 -1.7568 0.3059
H 10.7182 -1.3253 -1.3582
H 10.4617 -1.4406 0.3403
H 11.0905 0.0935 -0.2105
C -5.5529 4.2249 1.2141
C -6.2361 3.7181 2.4894
N -5.4415 2.7121 3.2945
C -6.2070 2.5352 4.5439
C -5.3192 1.3178 2.6133
C -6.5847 0.7845 2.0959
C -4.1457 3.3295 3.6192
C -3.1402 2.2508 4.1523
O -3.6366 1.6316 5.3694
C -2.6033 1.3915 6.3118
H -4.7321 4.9402 1.4442
H -6.3075 4.8958 0.6958
H -5.1055 3.4686 0.5914
H -7.0248 3.1421 2.0088
H -6.6247 4.4561 3.1987
H -6.1001 1.4902 4.9348
H -7.3000 2.6066 4.4060
H -5.8451 3.2146 5.3132
H -4.9111 0.6685 3.3939
H -4.5953 1.3508 1.8323
H -6.3745 -0.2523 1.6780
H -7.0113 1.3037 1.2487
H -7.3717 0.6524 2.8202
H -4.2892 4.0702 4.4487
H -3.7088 3.6475 2.6761
H -2.2223 2.8321 4.3800
H -2.9206 1.4773 3.4448
H -1.9031 2.1604 6.3998
H -2.1601 0.4165 6.0161
H -3.0462 1.2714 7.3206
C 0.4798 -4.8250 4.4928
C -0.7364 -4.5653 3.5786
N -0.6885 -4.9245 2.1588
C 0.4877 -4.1530 1.5502
C -0.3053 -6.3443 1.8668
C -1.2162 -7.4123 2.2934
C -1.9593 -4.4418 1.4794
C -2.3494 -4.7830 0.0197
O -2.7743 -6.0964 -0.0385
C -3.4445 -6.4671 -1.1697
H 0.1248 -4.3551 5.4102
H 1.3241 -4.2796 4.1835
H 0.8755 -5.8535 4.6385
H -0.8981 -3.5261 3.7089
H -1.5944 -5.0581 3.9615
H 0.5607 -3.1720 1.9334
H 0.3756 -4.0610 0.4899
H 1.4312 -4.7505 1.8044
H 0.6819 -6.4727 2.2781
H -0.1153 -6.3512 0.8020
H -1.2380 -7.5001 3.3833
H -0.7249 -8.3179 1.9667
H -2.1967 -7.3732 1.7838
H -1.8505 -3.3298 1.4468
H -2.7662 -4.6323 2.1718
H -1.5519 -4.6220 -0.7110
H -3.1450 -4.0610 -0.0494
H -3.8200 -7.4814 -1.1520
H -2.7402 -6.3898 -2.0377
H -4.2940 -5.8132 -1.3689
C 1.7693 -0.9218 -0.3430
C 0.7589 0.0669 -0.8911
N -0.6242 0.1579 -0.1639
C -0.3840 0.2881 1.2798
C -1.4136 1.3748 -0.6993
C -2.7018 1.5244 0.1976
C -1.3759 -1.1945 -0.3433
C -1.6751 -1.6316 -1.7474
O -0.6947 -2.5452 -2.1402
C -1.0966 -3.2572 -3.2943
H 1.2574 -1.8430 -0.1841
H 2.1245 -0.4382 0.5579
H 2.5628 -0.8947 -1.0532
H 0.4671 -0.1411 -1.9423
H 1.1503 1.0963 -0.8711
H -1.2591 0.1521 1.9185
H 0.2399 1.1155 1.4940
H 0.2480 -0.5858 1.5296
H -1.7069 1.2057 -1.7334
H -0.8880 2.3169 -0.5794
H -2.4438 1.7297 1.2541
H -3.4042 0.6608 0.0494
H -3.1265 2.4184 -0.0805
H -2.3331 -1.1744 0.2300
H -0.8088 -1.9857 0.1523
H -1.8272 -0.7396 -2.4235
H -2.5841 -2.2311 -1.7185
H -0.3385 -4.0301 -3.4128
H -1.0279 -2.6585 -4.1945
H -2.0710 -3.6604 -3.2157
C -6.3870 2.0736 -1.4014
C -7.0308 0.8910 -2.1653
N -6.7550 0.8849 -3.6545
C -7.1620 2.1199 -4.2981
C -5.2767 0.7076 -3.8307
C -4.6973 -0.4613 -3.0077
C -7.5699 -0.2598 -4.2502
C -7.9242 -0.2251 -5.7097
O -6.7481 -0.2917 -6.4679
C -7.0009 -0.0197 -7.8408
H -7.1189 2.5099 -0.7211
H -6.0247 2.8967 -2.0464
H -5.5187 1.7719 -0.8192
H -8.1154 1.0177 -2.1306
H -6.6958 -0.0761 -1.6872
H -6.5063 2.9144 -4.0243
H -8.1643 2.4527 -3.9884
H -7.0315 2.0640 -5.3878
H -4.7155 1.6382 -3.5054
H -5.2013 0.4525 -4.8900
H -4.7241 -0.3923 -1.9134
H -3.6607 -0.5002 -3.2882
H -5.1318 -1.4077 -3.2520
H -8.5015 -0.2707 -3.6900
H -6.9936 -1.2172 -4.0890
H -8.4238 0.6957 -5.9101
H -8.5625 -1.1028 -5.9419
H -8.0076 -0.4246 -8.1418
H -6.2528 -0.5794 -8.3784
H -7.0174 1.0606 -7.9651
O -3.3976 4.3137 -1.4276
C -3.7704 3.7407 -2.6486
O -2.9335 2.9243 -3.0901
O -4.8568 4.0776 -3.1710
H -4.0629 4.9533 -1.1209
O 4.0930 2.5947 -3.0887
C 4.1147 1.1257 -3.1337
O 5.2140 0.5887 -3.3525
O 2.9836 0.5967 -2.9791
H 5.0077 2.8429 -3.4100
O -5.5339 -2.6337 1.2586
C -5.6308 -1.7611 0.2698
O -6.7201 -1.5817 -0.3153
O -4.5678 -1.1174 0.0581
H -6.5533 -2.8556 1.1740
B 0.9194 3.7613 2.1356
F 2.0494 4.5702 2.0043
F 0.0613 4.3822 3.0483
F 0.4061 3.4905 0.8169
F 1.2844 2.4734 2.5694
B 4.8515 -3.9447 0.9555
F 5.7053 -3.7273 -0.1533
F 4.0722 -2.8230 0.9925
F 4.0875 -5.0169 0.7763
F 5.6210 -4.0443 2.0601
B -0.5210 -1.0786 4.4391
F 0.2019 -1.7815 3.3939
F 0.1471 -1.5903 5.6026
F -0.2965 0.3271 4.3606
F -1.8440 -1.3840 4.3831

---

(4)
Entry from the Open Molecules 2025 dataset: a cluster of 11 separate species, H22O11 in total (the ωB97M-V functional and the def2-TZVPD basis).

## Properties
SMILES: O.O.O.O.O.O.O.O.O.O.O
Charge: 0
Total energy (eV): -22875.4434
HOMO level (eV): -8.282
Energy relative to the best compared isomer or geometry (same formula, charge and spin) (kcal per mole): 139.99
Lowest unoccupied orbital energy (Ha): 0.004
Frontier orbital gap (eV): 8.38

Cartesian coordinates (Å):
O -0.2753 0.7351 0.1404
H -1.1807 1.0894 0.1227
H -0.3306 0.1313 0.8638
O 3.8343 0.6395 0.5479
H 4.6153 0.2039 0.6568
H 3.6612 0.5226 -0.3896
O -0.3223 -2.2433 -2.0537
H -1.1826 -2.2639 -1.6615
H -0.4656 -2.0268 -2.9894
O -3.1417 -1.1993 0.2290
H -2.9017 -0.3164 0.6770
H -3.4301 -1.8534 0.8558
O 0.5195 -0.3378 -1.5303
H 0.5602 -0.5844 -2.5363
H 1.2473 -0.7654 -1.1114
O -1.7544 -0.1990 -2.0814
H -1.0404 0.4003 -2.4810
H -1.6746 0.0782 -1.1669
O 0.6910 -1.2910 1.7708
H 0.6261 -2.0456 1.0918
H 1.5884 -1.1291 1.9025
O -1.2401 3.1717 -1.2520
H -2.1620 2.8703 -1.0390
H -1.0482 3.9927 -0.8058
O -1.7089 -0.8594 3.3823
H -1.0064 -1.0849 3.9405
H -2.3704 -1.5325 3.6750
O 0.3188 3.6238 0.7171
H 0.7207 4.2578 1.3299
H 0.4559 2.8003 1.0475
O 2.4682 -1.7637 -0.4671
H 3.1152 -2.1555 -1.0579
H 2.8138 -0.8658 -0.3278

---

(5)
Entry from the Open Molecules 2025 dataset: the molecule C5H10O (the ωB97M-V functional and the def2-TZVPD basis).

## Properties
SMILES: C[C@H]1C[C@]1(C)O
Charge: 0
Total energy (eV): -7393.2203
HOMO level (eV): -9.402
Energy relative to the best compared isomer or geometry (same formula, charge and spin) (kcal per mole): 35.63
Lowest unoccupied orbital energy (Ha): 0.037
Frontier orbital gap (eV): 10.42

Cartesian coordinates (Å):
C -0.8232 -1.0428 -1.1556
C 0.1829 0.0916 -0.9629
C -0.4727 1.3656 -0.4349
C 0.4040 0.5220 0.4463
C 0.1776 -0.4356 1.5865
O 1.5990 1.2590 0.6192
H -1.0147 -1.2644 -2.2100
H -0.4870 -1.9676 -0.6718
H -1.7962 -0.7984 -0.7025
H 1.0429 0.1191 -1.6206
H -0.0853 2.3727 -0.5494
H -1.4946 1.2544 -0.7214
H 0.3666 0.0405 2.5524
H 0.9124 -1.2468 1.4608
H -0.8150 -0.8869 1.5863
H 2.3032 0.6174 0.7775

---

(6)
Entry from the Open Molecules 2025 dataset: a structure of composition C8H16CdN (the ωB97M-V functional and the def2-TZVPD basis).

## Properties
Charge: +1
Total energy (eV): -14599.8688
HOMO level (eV): -10.687
Lowest unoccupied orbital energy (Ha): -0.203
Frontier orbital gap (eV): 5.16

Cartesian coordinates (Å):
C 2.6464 -1.8686 -0.3803
C 2.2495 -0.4429 -0.8196
C 1.6288 0.4179 0.2995
C 0.7008 1.4817 -0.3388
C -0.3434 1.8369 0.6332
N -1.5845 1.7168 0.3219
C -2.2970 0.6755 0.0927
C -2.1590 -0.5957 0.8464
C -3.3628 0.7437 -0.9460
H 2.3464 -2.1425 0.6530
H 2.1608 -2.5878 -1.0309
H 3.7235 -1.9642 -0.4561
H 3.1130 0.1128 -1.1691
H 1.5360 -0.5284 -1.6339
H 1.1100 -0.1937 1.0316
H 2.4376 0.9595 0.7785
H 1.3108 2.3808 -0.4855
H 0.2872 1.2295 -1.3110
H -0.1105 1.4548 1.6368
H -3.1229 -0.7580 1.3270
H -1.4191 -0.5570 1.6384
H -1.9841 -1.4491 0.1966
H -3.6809 1.7749 -1.0554
H -4.2346 0.1872 -0.6132
H -2.9924 0.3196 -1.8746
Cd 2.0404 -2.2038 2.6587

---

Question: The lowest total energy belongs to which entry?
Answer: C45H42CoN8SSe